Record 1
ORCA calculation (wB97M-V/def2-TZVPD) on C16H33B4ClN4O10 as an isolated structure at a distorted geometry.

Cartesian coordinates (Å):
Cl1 -3.154 -0.218 2.254
O1 -3.281 -0.066 -4.782
O2 -4.132 -0.411 -2.740
O3 1.498 -4.388 3.335
O4 -1.424 -2.860 1.386
O5 2.732 4.634 2.505
O6 0.261 -4.287 0.242
O7 1.001 3.841 3.681
O8 -1.383 -3.052 -1.033
O9 -2.705 1.299 -3.082
O10 2.723 2.481 3.172
N1 1.838 2.263 0.156
N2 1.312 -1.875 3.192
N3 3.224 0.688 -1.293
N4 4.130 1.843 0.550
C1 0.825 5.253 3.605
C2 1.721 5.636 2.460
C3 2.015 -1.084 2.167
C4 -3.315 0.363 -3.497
C5 -2.935 0.046 0.454
C6 -2.801 1.601 0.159
C7 -3.946 -1.327 -4.828
C8 1.063 -3.186 -2.084
C9 1.802 -0.747 -2.819
C10 2.105 -0.295 -1.344
C11 2.204 3.552 3.125
C12 -4.845 -1.271 -3.625
C13 -1.600 -0.610 -0.103
C14 3.091 1.586 -0.187
C15 0.115 -1.112 3.651
C16 0.716 -1.874 -2.906
B1 -0.024 -3.528 -0.953
B2 -0.114 -3.491 1.387
B3 -1.485 -2.193 0.132
B4 0.938 -3.234 2.693
H1 3.818 2.508 1.275
H2 2.497 -0.198 2.669
H3 1.031 -4.040 -2.822
H4 1.213 5.584 1.494
H5 1.494 1.843 1.025
H6 1.125 2.134 -0.565
H7 -0.219 5.505 3.424
H8 -5.003 -2.250 -3.174
H9 2.116 -3.159 -1.707
H10 2.399 -4.468 2.982
H11 -4.498 -1.441 -5.760
H12 0.493 -0.298 4.320
H13 -3.200 -2.122 -4.757
H14 4.078 0.157 -1.124
H15 -1.825 1.911 0.623
H16 -0.758 -0.028 0.368
H17 -0.644 -1.768 4.147
H18 1.396 0.165 -3.343
H19 2.152 6.629 2.581
H20 -1.594 -0.360 -1.200
H21 1.195 0.067 -0.814
H22 0.605 -2.158 -3.986
H23 1.139 5.700 4.552
H24 1.339 -0.662 1.370
H25 -2.657 1.674 -0.953
H26 -3.846 -0.334 -0.073
H27 -0.339 -0.613 2.755
H28 -5.817 -0.823 -3.848
H29 2.772 -1.002 -3.324
H30 -3.666 2.187 0.537
H31 2.841 -1.686 1.697
H32 -0.258 -1.414 -2.608
H33 2.452 -1.218 -0.791

Values from the calculation:
E_HOMO (hartree): -0.3059
Electronic energy (hartree): -2160.761073
Maximum force (eV/A): 2.93

Record 2
ORCA calculation (wB97M-V/def2-TZVPD) on C19H28CrN4S2 as an isolated structure at a distorted geometry.

Cartesian coordinates (Å):
Cr1 -0.014 -0.087 -0.312
S1 -1.230 2.080 -0.437
S2 -0.632 -2.383 -0.404
N1 1.490 1.070 0.358
N2 -0.237 -0.056 -2.467
N3 -0.248 -0.155 1.714
N4 0.291 0.900 2.367
C1 1.320 1.471 1.659
C2 -3.033 2.068 -0.735
C3 4.766 0.024 -0.592
C4 -0.978 1.129 -3.024
C5 -2.234 -2.763 4.371
C6 3.055 3.138 1.429
C7 -2.782 -1.500 4.100
C8 -0.858 -1.303 -3.001
C9 -0.446 -2.340 2.807
C10 3.222 2.707 0.105
C11 -2.133 -0.641 3.221
C12 -0.713 2.352 -2.175
C13 2.421 1.687 -0.401
C14 -2.480 -2.283 -0.297
C15 4.503 0.080 -1.902
C16 -0.958 -1.047 2.572
C17 -0.410 -2.515 -2.216
C18 -1.062 -3.182 3.727
C19 2.110 2.513 2.218
H1 -0.627 -4.163 3.947
H2 -2.048 0.889 -3.033
H3 -3.706 -1.188 4.592
H4 4.003 3.122 -0.531
H5 -3.403 1.210 -1.307
H6 -3.479 2.072 0.268
H7 -0.670 1.299 -4.074
H8 3.669 3.949 1.813
H9 -2.738 -2.214 0.767
H10 4.517 1.034 -2.444
H11 5.030 0.925 -0.024
H12 -2.886 -3.214 -0.721
H13 -2.526 0.350 2.999
H14 4.853 -0.916 -0.044
H15 -0.580 -1.409 -4.064
H16 4.393 -0.816 -2.521
H17 -2.725 -3.429 5.085
H18 0.650 -2.728 -2.382
H19 1.887 2.778 3.251
H20 0.704 0.001 -2.873
H21 -3.264 3.012 -1.246
H22 -1.949 -1.186 -2.954
H23 -0.995 -3.389 -2.525
H24 0.446 -2.657 2.268
H25 -2.874 -1.405 -0.823
H26 2.584 1.269 -1.398
H27 -1.337 3.188 -2.515
H28 0.341 2.652 -2.197

Values from the calculation:
E_HOMO (spin up / spin down) (hartree): -0.6468 / -0.6484
Spin multiplicity: 4
Electronic energy (hartree): -2799.593271
Net charge: +3
Maximum force (eV/A): 4.38

Record 3
ORCA calculation (wB97M-V/def2-TZVPD) on a 2-piece molecular cluster, C4H12N2 overall at a distorted geometry.

Cartesian coordinates (Å):
N1 -0.215 1.449 0.115
N2 -1.068 -1.408 0.744
C1 0.947 1.572 -0.626
C2 -0.001 -1.829 1.667
C3 -0.758 -1.733 -0.649
C4 1.322 2.552 -1.444
H1 0.705 3.430 -1.610
H2 -0.496 0.513 0.368
H3 -0.800 -2.803 -0.868
H4 -0.756 2.285 0.229
H5 1.684 0.849 -0.296
H6 2.163 2.415 -2.108
H7 0.891 -1.226 1.469
H8 -1.283 -1.061 -1.314
H9 0.292 -1.506 -0.833
H10 0.306 -2.871 1.544
H11 -1.888 -1.921 1.047
H12 -0.331 -1.528 2.656

Values from the calculation:
E_HOMO (hartree): -0.2866
SMILES string: C=CN.CNC
Electronic energy (hartree): -269.056214
Maximum force (eV/A): 1.32

Record 4
ORCA calculation (wB97M-V/def2-TZVPD) on a 11-piece molecular cluster, H22O11 overall at a distorted geometry.

Cartesian coordinates (Å):
O1 -5.180 2.934 24.569
O2 -2.166 7.605 25.789
O3 -1.382 5.694 27.670
O4 -3.613 3.889 28.083
O5 -2.472 4.196 25.428
O6 -2.615 4.810 30.441
O7 -2.295 2.690 32.244
O8 -6.101 2.377 27.490
O9 -5.571 4.071 31.918
O10 -5.673 5.507 24.791
O11 -3.740 1.639 29.559
H1 -1.354 7.213 25.468
H2 -5.098 2.182 23.983
H3 -2.491 2.856 31.322
H4 -3.665 2.340 28.912
H5 -2.793 5.732 30.256
H6 -2.901 1.180 29.515
H7 -5.070 4.049 32.733
H8 -2.188 4.533 24.579
H9 -5.513 4.589 24.571
H10 -5.313 5.609 25.672
H11 -0.710 6.242 28.075
H12 -4.909 4.025 31.228
H13 -3.256 4.380 27.343
H14 -6.710 2.202 28.208
H15 -4.283 3.118 24.850
H16 -1.129 4.798 27.896
H17 -5.410 2.909 27.886
H18 -2.468 7.006 26.471
H19 -1.958 4.691 26.067
H20 -1.885 4.826 31.060
H21 -3.193 4.275 28.852
H22 -1.360 2.878 32.328

Values from the calculation:
E_HOMO (hartree): -0.3739
SMILES string: O.O.O.O.O.O.O.O.O.O.O
Electronic energy (hartree): -840.799737
Maximum force (eV/A): 1.04

- Among the records above, which one has the lowest maximum force?
  H22O11

- Which value of maximum force does entry 3 give?
  1.32 eV/A

- Which of these has the highest maximum force?
  C19H28CrN4S2